[1]
A structure of composition C64H54CsO2P3Si at a distorted geometry. Source: the Open Molecules 2025 dataset; level of theory: ωB97M-V/def2-TZVPD.

Properties
- energy (hartree) = -3955.0274
- frontier orbital gap (eV) = 1.93
- F_max (hartree/bohr) = 0.08384
- lowest unoccupied orbital energy (eV) = 2.16
- charge = -2
- HOMO (eV) = 0.2
- relative energy (zero: lowest compared OMol25 entry of this formula, charge and spin) (kJ/mol) = 0.0

```
125
Properties=species:S:1:pos:R:3:forces:R:3
Cs -17.892004 -11.336259 16.846266 -0.187 -0.412 -0.179
P -12.724932 -13.512219 14.494057 -2.166 -0.479 -0.609
P -9.259730 -10.947689 11.220167 -0.475 -1.808 2.040
P -14.432982 -8.717762 12.297323 -0.936 -1.094 -0.883
Si -11.339035 -10.441248 13.231579 -1.688 1.018 -1.010
O -17.642876 -9.116094 19.482010 1.580 -0.016 0.981
O -18.102688 -9.007019 22.388064 1.722 -0.201 0.646
C -11.852708 -16.182258 14.043985 -1.293 -0.647 0.251
C -22.551189 -13.571605 12.973466 -0.975 0.023 -1.544
C -7.022141 -11.782976 12.499336 -0.454 -0.800 -0.783
C -14.351913 -8.142383 9.526024 0.128 0.009 1.544
C -13.658965 -16.104747 15.626606 1.337 -0.781 -1.723
C -10.646900 -11.557994 14.658435 0.629 -0.826 0.682
C -5.899729 -12.543956 12.744826 0.532 -0.497 0.148
C -12.624201 -6.859104 8.415630 -0.899 -0.430 -0.345
C -11.512499 -14.441056 10.849009 -0.763 0.542 -2.039
C -8.947639 -6.720385 12.911153 -1.318 0.502 0.044
C -13.845969 -17.485658 15.352208 -1.004 0.750 1.284
C -11.208409 -12.879248 15.058903 2.640 1.303 1.408
C -9.278328 -10.474162 7.171533 -1.161 -0.422 1.189
C -17.331691 -6.748752 14.339483 -0.787 -0.171 -1.429
C -18.093483 -6.097662 13.332207 0.415 -0.024 1.143
C -7.569786 -13.199480 10.602343 -0.396 0.552 0.736
C -12.674973 -13.475958 12.760257 0.357 0.597 0.345
C -20.307070 -13.634746 16.419732 3.422 -1.971 1.729
C -11.538225 -10.765555 7.959247 -0.066 -0.234 0.281
C -7.849287 -7.116431 12.182675 0.781 -1.264 -0.673
C -21.323919 -14.273976 12.957009 -0.292 -0.948 0.087
C -23.091749 -13.056039 14.109808 0.579 0.285 1.292
C -20.682673 -14.515601 14.139136 0.911 0.153 -0.966
C -7.919559 -12.085885 11.417462 2.241 0.449 0.136
C -11.477310 -13.716781 11.985919 -1.354 0.010 0.780
C -10.674488 -10.489199 6.932991 1.434 0.102 0.330
C -9.715500 -10.922516 9.527521 -0.092 0.700 -1.545
C -20.793025 -13.231468 17.637692 -1.967 1.057 -0.492
C -9.522240 -11.109694 15.381350 -0.587 -1.840 1.026
C -14.020234 -13.440895 12.114390 -2.291 -1.059 -2.568
C -5.596462 -13.656154 11.945140 -0.030 -0.133 0.085
C -12.374167 -9.249266 15.655001 -0.918 -0.867 2.434
C -13.840587 -7.254208 14.641719 -0.566 0.822 0.279
C -12.697342 -15.400281 14.856459 0.510 -0.203 0.206
C -13.580215 -7.273619 16.045272 -1.164 0.705 -0.670
C -12.602869 -9.265743 14.290379 0.788 0.010 -0.268
C -7.805875 -8.472399 11.760790 -1.472 -0.249 -0.139
C -8.805047 -10.702346 8.469408 -0.764 -0.040 -0.376
C -13.998334 -14.575451 11.010874 1.573 -0.331 -0.211
C -22.829906 -12.637473 16.511773 -0.840 -0.024 0.871
C -16.480950 -7.751818 13.935633 0.885 0.188 -1.210
C -22.389400 -13.280751 15.340151 0.484 0.407 -1.043
C -12.963735 -8.367001 16.615395 0.281 -0.708 -1.861
C -12.644010 -7.052150 10.835038 -1.199 -1.271 0.030
C -9.983386 -7.608755 13.253301 0.129 -0.570 1.025
C -15.952690 -7.746573 12.600099 -2.064 -0.012 -0.066
C -12.100655 -6.544061 9.659605 1.009 0.288 0.360
C -13.788654 -7.904681 10.816326 1.183 1.611 -1.402
C -8.917609 -9.335296 11.987714 0.249 1.048 0.402
C -17.884927 -6.393606 11.997909 -0.012 -0.028 -0.026
C -12.815729 -14.828610 10.343884 -0.926 -0.101 1.051
C -22.135396 -12.635356 17.691259 1.942 -1.064 -0.666
C -9.997835 -8.976716 12.876910 0.770 0.170 -0.215
C -13.797111 -7.657183 8.367992 0.924 0.056 -1.206
C -12.115881 -17.527179 13.789882 1.494 0.366 -0.787
C -11.086689 -11.008602 9.247324 0.302 -0.383 -0.105
C -13.132465 -18.208188 14.401840 -0.694 0.629 0.997
C -10.663855 -13.590219 16.159529 0.046 2.720 0.225
C -13.551850 -8.318923 13.779926 2.158 0.328 1.630
C -21.090690 -13.906359 15.317109 -3.053 2.013 0.703
C -6.441953 -13.953895 10.868413 0.696 -0.072 0.321
C -9.587911 -13.028336 16.932799 -0.818 -2.933 -0.749
C -16.780677 -7.150268 11.601541 1.192 -0.402 1.262
C -8.996169 -11.885350 16.484188 0.377 1.070 -1.254
H -13.368147 -19.242342 14.213109 0.027 -0.147 -0.118
H -17.496332 -9.260384 20.464496 -0.484 0.317 -1.437
H -12.171143 -6.533228 7.468546 -0.090 -0.077 0.609
H -15.253951 -8.720984 9.473696 -0.203 -0.511 -0.115
H -14.222224 -15.605296 16.392452 -0.425 0.152 0.053
H -23.839525 -12.251623 16.504182 -0.127 0.433 -0.127
H -13.003602 -8.583669 17.683277 0.412 0.175 -0.232
H -22.488786 -12.108812 18.558345 -0.367 -0.052 0.419
H -14.082726 -6.508535 16.664533 0.512 -0.225 -0.374
H -6.185354 -14.751307 10.167688 -0.148 -0.028 0.376
H -7.737634 -10.788186 8.659967 -0.114 0.293 0.038
H -23.873317 -12.274212 14.156896 -0.050 -0.983 -0.396
H -11.798023 -11.391580 9.976879 0.255 0.509 0.324
H -20.190321 -13.373619 18.546610 -0.119 0.624 -0.152
H -11.917564 -10.164860 16.059916 0.274 0.702 -0.104
H -16.759973 -8.792796 19.172314 -1.117 -0.311 0.342
H -10.736290 -7.264342 13.988220 0.300 -0.080 -0.623
H -12.139931 -6.889514 11.778113 0.000 0.148 0.031
H -9.159662 -13.755162 17.696874 -0.340 1.523 -0.685
H -6.993011 -8.917736 11.190740 0.089 0.460 -0.028
H -7.044093 -6.423132 11.887224 -0.457 -0.387 0.334
H -18.864099 -5.400389 13.652827 0.075 -0.034 -0.239
H -11.166614 -5.959567 9.800077 -0.718 -0.330 -0.491
H -17.390951 -6.505229 15.383835 -0.577 -0.074 0.329
H -11.086995 -10.333896 5.960187 0.026 0.176 -0.624
H -10.555042 -13.272750 12.273893 0.831 -0.048 0.804
H -11.059491 -15.761018 13.478773 0.455 0.667 -0.334
H -14.192718 -8.025268 7.380234 0.321 0.697 1.103
H -18.983899 -9.274651 22.553197 -1.708 -0.266 -0.107
H -9.107369 -5.664960 13.177293 0.370 -0.425 0.036
H -11.461289 -18.002274 13.052296 -0.265 -0.078 0.234
H -12.586208 -10.838548 7.756661 -0.507 -0.035 -0.061
H -8.587102 -10.316815 6.386725 0.557 0.149 -0.785
H -4.758984 -14.310541 12.242366 -0.381 0.444 -0.501
H -14.994578 -13.476234 12.840691 2.527 -0.029 -1.632
H -11.313620 -14.365302 16.536497 0.587 -0.620 0.092
H -19.772021 -15.086829 14.194409 0.389 0.022 -0.194
H -12.804194 -15.333258 9.375575 -0.340 -0.428 0.339
H -5.193799 -12.293313 13.556920 -0.649 -0.061 -0.323
H -14.639058 -17.950009 15.953528 0.298 -0.167 -0.357
H -9.060595 -10.148642 15.172284 -0.019 -0.122 -0.168
H -7.273399 -10.977508 13.157455 0.009 0.455 0.193
H -14.220076 -12.617928 11.310836 0.342 0.127 1.930
H -14.843642 -15.122573 10.613157 -0.590 0.358 0.179
H -18.588616 -6.010784 11.274009 0.084 0.144 -0.226
H -8.206676 -13.557450 9.814092 -0.297 0.330 -0.366
H -14.428146 -6.400863 14.228154 0.519 -0.736 0.578
H -10.706751 -14.567014 10.118925 0.214 0.225 0.571
H -23.154986 -13.507680 12.046497 0.719 0.314 0.362
H -8.017613 -11.626243 16.856583 0.063 0.414 0.429
H -16.113254 -8.501579 14.619751 0.459 0.338 0.323
H -16.484202 -7.296675 10.566465 -0.304 0.321 0.113
H -17.640213 -9.457964 23.120647 0.067 0.407 -0.569
H -20.898679 -14.680278 12.032249 -0.410 0.160 0.285
```
Positions in Å, forces in eV/Å.

Atom charges from the Mulliken analysis, given in e for atoms 1 to 6: 0.824 0.122 1.274 0.412 -0.072 -0.651

=====

[2]
A structure of composition C40H47N7O2ReS. Source: the Open Molecules 2025 dataset; level of theory: ωB97M-V/def2-TZVPD.

Properties
- energy (hartree) = -2561.3470
- frontier orbital gap (alpha / beta) (eV) = 6.49 / 5.63
- 2S+1 = 4
- F_max (hartree/bohr) = 0.01544
- lowest unoccupied orbital energy (alpha / beta) (eV) = -12.14 / -12.98
- charge = +4
- HOMO (alpha / beta) (eV) = -18.6 / -18.6
- relative energy (zero: lowest compared OMol25 entry of this formula, charge and spin) (kJ/mol) = 0.0

```
98
Properties=species:S:1:pos:R:3:forces:R:3
Re 0.355641 -0.052559 1.245143 0.192 -0.770 0.002
S 2.318647 -2.036286 4.406926 0.107 0.121 0.260
O 2.405554 -4.421807 -0.887523 -0.232 0.010 0.002
O 1.739201 -1.366198 1.341721 0.038 0.661 -0.271
N -0.224087 -1.434043 3.884508 -0.224 -0.024 0.154
N 0.177327 -0.226755 3.338837 0.050 0.298 0.219
N 0.258911 0.021270 -0.835248 -0.002 0.180 0.023
N 0.109011 -3.268137 5.207836 0.287 -0.075 -0.143
N 1.512327 -4.210519 1.625267 -0.097 -0.157 0.077
N 1.158702 1.687884 1.989211 -0.139 -0.072 -0.175
N -1.400918 1.055509 0.901997 0.049 0.063 -0.012
C -1.396112 -2.880891 -0.261158 0.082 0.083 -0.051
C 1.167384 -3.929564 -0.753934 0.153 -0.089 -0.148
C -2.166464 1.618170 1.866983 -0.174 0.012 -0.079
C 5.754693 -2.131802 0.628225 -0.058 0.092 -0.035
C 4.929545 -3.124178 1.117899 -0.149 -0.009 0.024
C -0.069970 1.640122 -5.512646 -0.033 -0.065 -0.035
C -4.510746 3.904089 -0.052691 0.016 -0.021 0.049
C -4.016920 5.241135 0.538083 -0.042 -0.038 -0.051
C -0.793602 0.710501 -1.379843 -0.062 -0.063 0.038
C 0.612763 -0.740912 -5.880966 -0.018 0.042 -0.009
C 2.127016 3.841558 1.704440 -0.010 -0.066 -0.013
C 1.710928 2.990120 3.906965 0.013 -0.050 -0.058
C 0.692439 -2.266024 4.539041 -0.240 -0.135 -0.069
C -2.665963 2.264815 -0.723606 -0.040 -0.088 -0.018
C 2.773763 -3.984807 1.826853 0.052 0.218 0.179
C -0.338528 0.173064 -5.112457 0.009 0.056 -0.001
C -3.177017 2.499856 1.588953 0.058 -0.089 -0.111
C -1.003864 0.738919 -2.731960 0.066 -0.021 -0.005
C 5.219135 -0.879621 0.349663 -0.022 -0.079 0.032
C -5.835612 3.502365 0.617953 0.018 -0.037 -0.056
C 0.300322 -3.622269 -1.812552 -0.101 -0.022 0.097
C -3.451669 2.872587 0.260641 0.011 0.012 0.111
C 2.755923 -5.085024 -2.119140 0.033 -0.003 -0.112
C 0.587792 0.763297 5.587706 -0.055 -0.113 -0.028
C 0.712263 -3.722789 0.545241 -0.113 -0.162 0.151
C -1.670635 1.371736 -0.391527 0.040 0.021 0.007
C -0.558560 -3.220596 0.792121 0.054 0.255 -0.054
C -0.956634 -3.099880 -1.567460 0.055 -0.125 0.084
C -0.125234 0.088675 -3.620611 0.051 -0.029 0.065
C 2.188551 4.006131 3.076480 -0.025 -0.054 0.008
C 1.096242 -0.626511 -1.672009 0.108 0.123 -0.035
C 0.944226 -0.594683 -3.037321 -0.030 0.074 0.004
C -1.789337 -0.198493 -5.459133 0.055 -0.004 0.019
C 1.606292 2.664612 1.188190 0.103 0.074 0.055
C -4.731147 4.063355 -1.553885 -0.062 0.046 0.030
C 1.190609 1.846211 3.341990 0.017 0.066 0.048
C 0.632118 0.720781 4.112919 -0.060 -0.208 -0.216
C 3.036311 -1.616283 1.033892 -0.114 -0.394 0.214
C 3.871359 -0.621226 0.570934 0.065 0.258 -0.122
C 3.555758 -2.900945 1.290931 0.080 -0.132 0.003
H 1.661542 -1.119668 -3.646894 0.055 -0.045 -0.052
H 0.610948 -3.818098 -2.825658 0.041 -0.038 -0.140
H 3.274216 -4.679134 2.498221 -0.044 0.047 -0.010
H 3.465371 0.370627 0.400422 0.059 0.009 -0.006
H -0.732535 2.333371 -4.996442 -0.061 0.053 0.020
H -3.758570 2.896833 2.405359 -0.032 0.067 0.074
H -5.548254 4.763154 -1.716625 -0.002 0.032 -0.020
H -6.577127 4.272551 0.414147 -0.021 0.015 -0.007
H 0.961697 1.925616 -5.312997 0.062 0.019 0.017
H -4.756328 6.010001 0.324017 -0.036 0.043 -0.008
H -0.001087 -0.044045 6.012269 0.012 -0.029 -0.032
H 0.381586 -0.680221 -6.941937 0.006 0.004 -0.045
H -2.396555 -2.520263 -0.072012 -0.083 -0.019 0.021
H -1.927777 -0.090184 -6.532693 -0.013 -0.010 -0.044
H -0.896104 -3.143005 1.812311 -0.111 -0.047 0.233
H -1.958947 1.318478 2.883705 0.051 0.029 0.061
H 1.602344 0.695192 5.984369 0.095 -0.011 0.035
H 2.481087 4.606409 1.028443 0.017 0.029 -0.028
H 1.654280 -0.443471 -5.764230 0.071 0.015 0.005
H 1.911223 -1.169345 -1.213594 0.012 0.028 -0.010
H -3.856451 4.472538 -2.058448 0.080 0.026 -0.051
H -3.896472 5.190934 1.618252 0.004 -0.003 0.100
H -2.521365 0.445623 -4.977487 -0.064 0.078 0.028
H 5.861635 -0.092560 -0.016935 0.032 0.066 -0.017
H 5.340056 -4.096479 1.354697 0.021 -0.056 0.031
H -2.011551 -1.232061 -5.197840 -0.011 -0.087 0.016
H 1.082741 -4.942860 2.188819 0.124 -0.002 -0.163
H 1.756327 3.093760 4.981641 -0.019 0.020 0.021
H 6.806602 -2.322042 0.482332 0.071 -0.006 -0.016
H -1.859415 1.264169 -3.125398 -0.031 0.052 -0.022
H -0.248253 1.744607 -6.581691 0.008 0.020 -0.031
H -1.617139 -2.898213 -2.398844 -0.030 0.025 -0.050
H -0.884220 -3.356473 5.348228 -0.100 0.042 0.051
H -5.751457 3.414821 1.698704 0.005 0.015 0.088
H 2.597948 4.910904 3.504517 0.024 0.036 0.026
H 1.554821 2.488766 0.121751 -0.035 0.005 -0.034
H 2.910364 -4.356049 -2.913166 0.006 0.008 -0.030
H 0.503256 -1.784881 -5.587334 -0.023 -0.091 0.012
H -6.213285 2.560320 0.221452 -0.021 -0.036 -0.022
H 0.166617 1.719060 5.908624 0.006 -0.010 0.003
H 1.982065 -5.799000 -2.394711 0.004 -0.038 -0.018
H 3.685607 -5.604265 -1.914644 0.003 -0.012 -0.030
H 0.706355 -3.919450 5.702226 -0.086 0.131 -0.020
H -5.018131 3.125342 -2.028309 -0.043 -0.081 -0.038
H -3.073136 5.550550 0.090425 0.064 0.025 -0.030
H -2.846005 2.497841 -1.761188 0.022 0.039 -0.020
H -1.226278 -1.583652 3.932311 0.154 0.073 0.103
```
Positions in Å, forces in eV/Å.

Atom charges from the Mulliken analysis, given in e for atoms 1 to 6: -0.612 -0.258 -0.285 0.624 -0.603 0.567